{"formula": "C3H2FIN2", "method": "the ωB97M-V functional and the def2-TZVPD basis", "species": ["C", "C", "C", "N", "N", "F", "I", "H", "H"], "xyz": [[0.401, -0.723, -0.349], [1.898, -1.162, -2.142], [1.061, 1.349, -1.226], [1.266, -1.282, -1.087], [0.361, 0.719, -0.342], [3.169, -1.366, -2.189], [0.793, 3.468, -1.441], [-0.367, -1.074, 0.253], [-0.171, 1.234, 0.394]], "mulliken_charge": [0.018, 0.047, -0.404, -0.122, -0.043, -0.148, -0.030, 0.416, 0.267], "lumo_ev": [-0.47, -0.47], "orbital_gap_ev": [7.919, 7.919], "charge": 0, "de_lowest_ev": 4.545, "max_force_ev_per_a": 3.405}